1.
A molecular structure, C28H37ClN4P2Sn in a non-equilibrium geometry, computed with the ωB97M-V functional and the def2-TZVPD basis.

```
73
Properties=species:S:1:pos:R:3:forces:R:3
Sn 0.0000 0.0000 0.0000 -0.347 1.108 3.470
C -2.1155 1.9238 -8.5214 -0.012 -0.366 0.208
C -2.1860 0.7103 -7.9615 0.003 0.385 -0.154
C -1.3633 -0.5260 -8.2140 0.121 -0.032 -0.140
C -0.0134 -0.3431 -8.9423 -0.163 -0.011 0.040
C 0.9361 0.5724 -8.2075 0.007 0.399 0.036
C 1.0065 1.9085 -8.2398 0.021 -0.389 0.051
C 0.1841 2.9068 -9.0117 -0.149 0.006 -0.093
C -1.1661 2.4219 -9.5844 0.167 0.025 0.006
C 1.4198 0.5619 1.4560 1.705 0.108 0.935
H -2.8151 2.6715 -8.1471 0.065 -0.104 -0.035
H -2.9534 0.5737 -7.1985 0.072 0.029 -0.108
H -1.9724 -1.2532 -8.7737 0.087 0.123 0.100
H -1.1701 -0.9987 -7.2407 -0.004 0.055 -0.092
H 0.4524 -1.3322 -9.0244 -0.059 0.138 -0.002
H -0.1834 -0.0050 -9.9660 0.049 -0.090 0.149
H 1.6356 0.0661 -7.5420 -0.054 0.086 -0.075
H 1.7736 2.3674 -7.6147 -0.098 -0.087 -0.071
H 0.7931 3.3122 -9.8350 -0.091 -0.077 0.145
H -0.0087 3.7605 -8.3468 0.029 -0.129 -0.082
H -1.6320 3.2739 -10.0936 0.059 -0.132 0.070
H -0.9966 1.6674 -10.3547 -0.062 0.140 0.094
H 1.0337 1.3574 2.1194 0.146 -0.395 -0.349
H 2.3598 0.9167 0.9854 -0.362 -0.097 0.344
H 1.6559 -0.3327 2.0698 -0.061 0.637 -0.219
P 1.6167 -0.4714 -1.5774 1.855 -1.172 -3.048
P -1.4661 -0.6880 -1.6451 -1.465 -1.333 -2.900
N 2.6410 0.8261 -2.1034 -0.148 0.134 0.107
N 2.8461 -1.6829 -1.2855 -0.014 -0.025 0.071
N -2.0973 0.5782 -2.6572 -0.329 0.050 -0.079
N -2.8611 -1.6562 -1.2759 0.288 0.193 0.158
C 0.8262 -1.0725 -3.1640 0.237 0.422 0.103
C -0.5326 -1.7312 -2.8712 -0.175 -0.038 0.251
C 2.4283 2.1588 -1.7332 0.416 -0.019 -0.476
C 3.2860 2.9461 -2.4733 -0.295 -0.235 0.338
C 4.0465 2.0787 -3.3267 -0.109 -0.507 0.037
C 3.6309 0.7834 -3.0910 -0.008 0.466 0.257
C 3.6769 -1.6745 -0.1637 0.083 -0.454 -0.357
C 4.2854 -2.9113 -0.0705 -0.174 0.418 -0.025
C 3.7958 -3.7183 -1.1486 -0.285 0.317 -0.234
C 2.9054 -2.9488 -1.8728 0.321 -0.087 0.427
C -2.3447 1.8628 -2.1602 -0.183 -0.116 -0.645
C -2.8476 2.6337 -3.1888 0.144 -0.242 0.451
C -2.9145 1.8065 -4.3573 0.137 -0.460 0.058
C -2.4520 0.5519 -4.0108 -0.216 0.546 0.168
C -3.9265 -2.0029 -2.1101 -0.208 -0.221 0.328
C -4.6932 -2.9448 -1.4512 0.303 0.389 -0.271
C -4.0787 -3.1961 -0.1802 0.420 0.336 0.101
C -2.9577 -2.3948 -0.0921 -0.445 -0.220 -0.260
H 1.5082 -1.7402 -3.7231 -0.374 0.420 0.258
H 0.6857 -0.1546 -3.7683 0.057 -0.403 0.248
H -1.1095 -1.9063 -3.7973 0.212 0.164 0.404
H -0.4094 -2.7099 -2.3674 -0.071 0.474 -0.217
H 1.6776 2.3952 -0.9755 0.384 -0.042 -0.424
H 3.3715 4.0326 -2.4034 -0.044 -0.527 -0.025
H 4.8283 2.3759 -4.0299 -0.398 -0.153 0.319
H 3.9577 -0.1729 -3.5032 -0.118 0.457 0.187
H 3.7628 -0.7757 0.4489 -0.001 -0.454 -0.254
H 5.0185 -3.2033 0.6842 -0.367 0.139 -0.343
H 4.0788 -4.7474 -1.3773 -0.141 0.474 0.101
H 2.3103 -3.1889 -2.7551 0.381 0.010 0.527
H -2.1208 2.0866 -1.1159 -0.098 0.000 -0.505
H -3.1304 3.6870 -3.1155 0.146 -0.542 -0.031
H -3.2591 2.1047 -5.3513 0.233 -0.144 0.499
H -2.3385 -0.3525 -4.6078 -0.058 0.419 0.241
H -4.0587 -1.5150 -3.0763 0.048 -0.223 0.433
H -5.6139 -3.3940 -1.8320 0.475 0.220 0.159
H -4.4343 -3.8786 0.5952 0.193 0.347 -0.377
H -2.2130 -2.2565 0.6934 -0.354 -0.151 -0.290
Cl -1.3381 -0.6568 2.8820 -0.109 -0.040 0.240
C -1.5199 0.4172 1.4734 -1.437 0.719 -0.462
H -2.5269 0.2745 1.0319 0.298 0.058 0.532
H -1.4307 1.4721 1.8041 -0.077 -0.694 -0.008
```
Positions in Å, forces in eV/Å.

## Properties
Highest occupied orbital energy   -6.770 eV
Calculated total energy   -2665.16063 hartree
Relative energy (zero: lowest compared OMol25 entry of this formula, charge and spin)   0.00 kcal/mol

2.
A molecular structure, C28H37IrN9OS, computed with the ωB97M-V functional and the def2-TZVPD basis.

```
77
Properties=species:S:1:pos:R:3:forces:R:3
Ir 0.1729 0.1758 -0.1135 0.005 0.116 0.323
N 2.8689 0.6418 3.5260 -0.179 0.065 -0.319
C 2.2877 0.4372 2.3090 -0.009 0.104 0.621
S 0.5525 0.2084 2.3138 0.049 -0.124 0.040
N 3.0511 0.4575 1.2737 -0.112 -0.059 -0.359
N 2.3899 0.2550 0.0681 0.149 0.099 0.339
C 3.1839 0.3238 -0.9444 0.208 -0.016 -0.248
C 2.8528 0.1636 -2.3341 0.297 0.185 0.154
C 3.8393 0.5159 -3.2805 0.060 0.049 0.194
C 3.5960 0.4458 -4.6266 -0.128 -0.051 -0.101
C 2.3373 -0.0006 -5.0566 0.032 0.018 -0.046
C 1.3678 -0.3742 -4.1534 -0.097 -0.095 -0.112
C 1.6083 -0.3143 -2.7711 -0.477 -0.185 0.231
O 0.6802 -0.7448 -1.9267 0.242 0.060 -0.596
H 2.3414 0.4814 4.3616 -0.045 -0.046 0.056
H 3.8719 0.6630 3.5740 0.071 -0.029 0.008
H 4.2167 0.5546 -0.6988 0.101 0.006 -0.066
H 4.8052 0.8564 -2.9177 -0.088 -0.020 -0.020
H 4.3554 0.7273 -5.3443 -0.041 -0.023 0.042
H 2.1259 -0.0577 -6.1188 0.001 -0.007 0.064
H 0.3993 -0.7376 -4.4799 0.070 0.039 -0.012
C 1.0385 -2.9085 0.6781 -0.112 -0.230 -0.186
N 0.1918 -3.1296 -0.4958 0.410 -0.161 0.183
C 0.8748 -3.7443 -1.6342 -0.026 -0.005 0.207
C -0.9894 -2.5218 -0.6324 -0.168 0.121 0.099
N -1.2517 -1.3991 0.0578 -0.445 0.209 0.155
C -2.5958 -1.1936 0.5018 0.494 0.027 -0.096
C -3.2250 -2.2300 1.1351 -0.139 -0.339 0.167
C -4.6174 -2.2316 1.3649 0.160 -0.092 0.031
C -5.3713 -1.1980 0.9025 -0.052 0.133 -0.098
C -4.7520 -0.0683 0.3027 0.023 0.060 -0.005
C -5.5550 0.9960 -0.1904 -0.001 -0.118 0.082
C -4.9785 2.0979 -0.7465 0.079 0.055 -0.020
C -3.5746 2.2250 -0.7308 -0.143 0.294 -0.117
C -2.7675 1.2468 -0.2166 0.412 0.017 0.046
N -1.3833 1.5788 -0.0259 -0.399 -0.229 -0.426
C -1.0808 2.7247 0.5964 -0.084 0.060 -0.221
N 0.0186 3.4276 0.2347 0.325 -0.129 -0.099
C 0.9367 3.8937 1.2912 -0.111 0.092 -0.169
C 0.6361 3.1768 -1.0723 -0.138 0.143 0.117
N -1.8306 3.1932 1.5988 -0.176 0.048 0.437
C -2.6501 2.2895 2.4064 0.043 0.162 0.006
C -1.9932 4.6175 1.8783 -0.005 -0.210 0.018
C -3.3324 -0.0022 0.1966 -0.031 0.031 -0.019
N -1.8824 -3.0487 -1.4915 -0.204 -0.007 -0.210
C -2.8685 -2.2026 -2.1517 0.022 -0.107 -0.012
C -2.0733 -4.4861 -1.6404 0.010 0.090 -0.075
H 1.4721 -3.8629 0.9782 0.004 -0.047 -0.038
H 0.4541 -2.5086 1.4992 -0.033 -0.016 -0.015
H 1.8519 -2.2165 0.4513 -0.004 0.002 -0.032
H 1.8079 -3.2035 -1.8081 -0.030 -0.014 0.017
H 0.2666 -3.6697 -2.5289 -0.026 0.036 0.001
H 1.1039 -4.7927 -1.4317 -0.024 0.030 0.004
H -2.6297 -3.0968 1.4112 -0.106 0.055 -0.035
H -5.0811 -3.0749 1.8644 0.058 0.056 -0.052
H -6.4526 -1.2094 0.9944 0.101 0.014 -0.002
H -6.6351 0.9016 -0.1283 0.123 0.011 0.000
H -5.5876 2.8937 -1.1611 0.071 -0.067 0.049
H -3.1107 3.1447 -1.0825 -0.105 -0.117 0.045
H 0.5269 4.7242 1.8600 -0.037 0.018 -0.011
H 1.8487 4.2377 0.8126 0.021 0.006 -0.024
H 1.1851 3.0810 1.9719 -0.006 -0.073 0.031
H -0.1260 2.9713 -1.8196 -0.038 -0.014 0.039
H 1.3492 2.3474 -1.0546 0.026 -0.029 0.052
H 1.1836 4.0674 -1.3706 -0.010 0.087 0.008
H -2.2541 1.2785 2.3565 0.026 0.041 0.007
H -3.6914 2.2857 2.0781 -0.010 0.022 -0.008
H -2.6053 2.6243 3.4419 0.018 0.036 0.015
H -1.5518 5.2096 1.0840 0.037 0.003 -0.063
H -1.5411 4.8907 2.8324 0.030 -0.007 0.024
H -3.0601 4.8399 1.9294 -0.013 -0.021 -0.013
H -2.5371 -1.1665 -2.1444 0.028 -0.061 -0.014
H -3.8492 -2.2709 -1.6729 0.009 -0.001 0.008
H -2.9616 -2.5259 -3.1887 0.000 -0.038 -0.015
H -1.3942 -5.0275 -0.9872 -0.007 0.033 0.004
H -1.9040 -4.8061 -2.6719 0.003 0.026 0.044
H -3.1014 -4.7397 -1.3647 0.041 0.026 -0.011
```
Positions in Å, forces in eV/Å.

## Properties
Highest occupied orbital energy (spin up / spin down)   -9.215 / -10.217 eV
Calculated total energy   -2159.46243 hartree
Multiplicity   5
Net charge   +1
⟨S²⟩   6.0178

3.
C28H37N3O5 in the gas phase, computed with the ωB97M-V functional and the def2-TZVPD basis.

```
73
Properties=species:S:1:pos:R:3:forces:R:3
C 2.4968 -6.8833 -0.5629 0.144 0.093 -0.170
C 3.3620 -5.7989 -1.1946 -0.036 0.072 0.205
C 3.0891 -4.4072 -0.6268 -0.112 -0.073 -0.251
C 1.6842 -3.9002 -0.9597 0.141 -0.218 0.190
N 1.4870 -2.5379 -0.5164 0.152 -0.011 -0.341
C 0.9847 -2.2325 0.7069 -0.173 0.495 0.182
O 0.5348 -3.0269 1.4972 -0.061 -0.267 0.299
C 1.0226 -0.7108 0.8501 0.221 -0.237 -0.016
C 1.6326 -0.1505 2.1383 0.226 -0.179 0.168
C 0.7921 0.8123 2.9673 0.180 -0.352 -0.272
O 0.8159 0.7737 4.1761 0.010 0.025 0.315
N 0.0599 1.6935 2.2325 -0.204 0.168 -0.345
C -0.8164 2.6941 2.6691 -0.204 0.222 0.125
C -1.1310 2.9024 4.0089 0.078 -0.118 0.262
C -2.0174 3.9083 4.3393 0.055 -0.051 -0.158
C -2.6018 4.7111 3.3733 -0.215 0.273 -0.147
C -2.2900 4.5026 2.0342 0.133 -0.161 0.036
O -2.7966 5.2158 0.9888 0.239 -0.277 0.024
C -3.6987 6.2598 1.2651 -0.151 0.167 0.054
C -1.3952 3.4929 1.6918 -0.091 0.130 0.009
C 2.9443 0.4912 1.5449 -0.150 0.293 0.410
C 2.5388 1.6734 0.6880 0.237 -0.093 -0.232
C 2.0347 1.1528 -0.4272 0.266 -0.074 0.015
C 2.1096 -0.3370 -0.2078 -0.465 0.100 -0.161
O 3.2951 -0.4697 0.5692 0.034 -0.481 -0.134
C 1.9869 -1.4105 -1.2754 0.180 0.207 -0.012
C 1.0300 -0.9316 -2.3859 0.169 -0.382 0.418
O 1.4189 -0.2186 -3.2850 0.282 0.338 -0.276
N -0.2426 -1.3275 -2.2266 -0.376 -0.152 0.089
C -1.3221 -0.9440 -3.1156 -0.203 -0.131 0.060
C -1.9561 -2.1935 -3.7293 0.114 0.251 -0.285
C -3.0924 -1.8136 -4.6726 -0.141 -0.178 0.267
C -4.1430 -0.9969 -3.9286 0.094 0.187 -0.254
C -3.5101 0.2506 -3.3218 -0.137 -0.331 0.263
C -2.3715 -0.1089 -2.3653 0.242 0.355 -0.251
C -1.7497 1.1540 -1.7745 -0.137 -0.246 -0.004
H 2.8086 -7.8643 -0.9137 -0.049 -0.119 0.010
H 2.5912 -6.8602 0.5200 -0.034 -0.036 0.144
H 1.4492 -6.7508 -0.8196 -0.148 -0.047 0.027
H 4.4128 -6.0391 -1.0199 0.016 0.005 -0.101
H 3.2021 -5.7867 -2.2756 0.089 -0.003 -0.063
H 3.2040 -4.4217 0.4584 0.028 0.061 0.055
H 3.8242 -3.7071 -1.0301 0.027 0.060 0.052
H 1.5070 -3.9430 -2.0388 -0.054 -0.049 0.023
H 0.9382 -4.5085 -0.4435 -0.001 0.030 -0.151
H 0.0271 -0.3196 0.6292 0.048 -0.049 -0.052
H 1.9284 -0.9643 2.8057 -0.119 0.160 -0.036
H 0.2058 1.6925 1.2318 0.056 -0.118 0.197
H -0.6840 2.2851 4.7681 0.015 -0.016 0.022
H -2.2630 4.0743 5.3773 -0.018 0.006 0.091
H -3.2896 5.4850 3.6729 -0.071 0.083 -0.011
H -4.6051 5.8894 1.7546 0.044 0.020 -0.006
H -3.9610 6.6856 0.2978 -0.013 0.004 0.093
H -3.2393 7.0340 1.8878 -0.024 -0.037 -0.012
H -1.1631 3.3489 0.6468 0.032 -0.038 -0.159
H 3.7410 0.6460 2.2652 -0.004 -0.026 -0.003
H 2.6369 2.6990 0.9838 -0.069 0.292 -0.002
H 1.6183 1.6220 -1.2959 -0.150 0.214 -0.201
H 2.9632 -1.6213 -1.7207 -0.119 0.045 -0.040
H -0.4753 -1.9458 -1.4634 0.171 -0.008 -0.037
H -0.8627 -0.3340 -3.9002 -0.084 -0.024 0.047
H -1.1922 -2.7580 -4.2675 0.040 -0.047 0.073
H -2.3444 -2.8274 -2.9272 0.007 -0.079 0.065
H -3.5429 -2.7165 -5.0882 0.029 0.013 -0.091
H -2.6931 -1.2250 -5.5009 0.013 0.003 -0.100
H -4.9436 -0.7092 -4.6120 -0.080 -0.040 0.037
H -4.5832 -1.6057 -3.1355 -0.075 -0.035 0.030
H -4.2653 0.8257 -2.7827 0.020 0.104 -0.016
H -3.1165 0.8823 -4.1210 0.029 0.115 -0.047
H -2.7762 -0.7197 -1.5489 -0.026 -0.067 -0.001
H -2.4994 1.7319 -1.2386 -0.044 0.096 0.073
H -0.9487 0.9015 -1.0827 0.103 0.050 0.103
H -1.3321 1.7742 -2.5646 0.071 0.111 -0.093
```
Positions in Å, forces in eV/Å.

## Properties
Highest occupied orbital energy   -8.445 eV
Calculated total energy   -1629.67579 hartree
Relative energy (zero: lowest compared OMol25 entry of this formula, charge and spin)   5.80 kcal/mol
SMILES   CCCCN1C(=O)[C@H]2[C@H](C(=O)Nc3cccc(OC)c3)[C@@H]3C=C[C@]2(O3)[C@@H]1C(=O)N[C@H]1CCCC[C@@H]1C

4.
A molecular structure, C28H38AsNOS5Zr, computed with the ωB97M-V functional and the def2-TZVPD basis.

```
75
Properties=species:S:1:pos:R:3:forces:R:3
Zr -0.9174 0.3499 -1.2252 0.126 -0.288 -0.608
S -2.9169 0.0301 -2.6883 0.019 -0.085 0.020
C -2.2717 -0.6653 -4.1838 -0.056 0.048 -0.029
C -2.8999 -0.4250 -5.4002 0.011 -0.004 -0.014
C -2.4282 -1.0260 -6.5576 0.006 -0.004 0.003
C -1.3364 -1.8826 -6.5180 -0.015 0.012 0.001
C -0.7058 -2.1391 -5.3107 0.003 0.000 -0.005
C -1.1686 -1.5153 -4.1620 0.020 -0.029 0.007
S -0.3789 -1.8272 -2.5931 0.012 -0.045 -0.058
C 1.3596 -1.4841 -2.9777 0.007 0.000 0.013
C 2.0680 -0.9008 -1.7919 0.046 0.041 0.023
C 3.4284 -1.1061 -1.6448 -0.012 -0.016 -0.009
C 4.1084 -0.4447 -0.6380 0.003 0.001 0.002
C 3.4059 0.4072 0.1973 -0.025 -0.014 -0.027
C 2.0426 0.5478 0.0223 0.011 0.032 0.095
C 1.2637 1.4437 0.9410 -0.034 0.050 -0.025
S 0.0602 2.4944 0.0552 0.001 -0.103 0.093
C 1.1365 3.2189 -1.1676 0.039 -0.023 0.033
C 2.0695 4.1489 -0.7225 0.017 0.001 -0.022
C 2.9701 4.6925 -1.6217 -0.007 -0.006 0.005
C 2.9165 4.3120 -2.9573 -0.001 0.000 0.001
C 1.9625 3.4099 -3.3987 0.019 0.015 -0.002
C 1.0499 2.8445 -2.5085 0.000 0.012 -0.022
S -0.2451 1.8128 -3.1326 -0.091 0.068 0.212
N 1.3741 -0.1082 -0.9499 -0.106 -0.027 -0.033
H -3.7526 0.2393 -5.4375 -0.001 0.001 0.012
H -2.9223 -0.8250 -7.4983 0.002 -0.002 -0.002
H -0.9811 -2.3576 -7.4216 0.002 -0.001 0.000
H 0.1332 -2.8223 -5.2697 0.000 0.001 0.001
H 1.3649 -0.7574 -3.7945 -0.021 0.010 0.009
H 1.8499 -2.3990 -3.3026 0.005 0.008 -0.018
H 3.9458 -1.7624 -2.3304 0.006 0.004 0.002
H 5.1748 -0.5792 -0.5152 -0.001 -0.003 -0.002
H 3.9028 0.9596 0.9822 0.005 -0.004 0.000
H 1.9386 2.1014 1.4853 -0.005 -0.017 0.021
H 0.7056 0.8543 1.6761 -0.008 -0.003 0.012
H 2.0840 4.4528 0.3174 -0.003 -0.004 0.002
H 3.6966 5.4194 -1.2868 0.001 -0.001 0.001
H 3.6122 4.7394 -3.6669 -0.002 0.000 -0.002
H 1.9067 3.1487 -4.4472 -0.014 -0.008 0.002
C -0.4962 2.0716 4.3562 0.020 0.017 -0.004
C -1.4399 0.8756 4.3871 0.003 -0.004 -0.001
C -0.7234 -0.4380 4.7010 -0.016 0.033 0.011
S 0.0648 -1.0958 3.2031 0.005 -0.042 0.024
O -1.9776 -0.6689 0.1700 0.016 0.506 0.342
C 1.2725 -2.2589 3.8993 0.023 0.005 0.010
C 2.4396 -1.6208 4.6434 -0.005 -0.013 0.003
C 3.2671 -0.6745 3.7866 0.026 0.016 -0.021
H -1.0210 2.9902 4.0948 -0.010 -0.006 -0.006
H 0.3114 1.9233 3.6363 0.006 -0.013 0.002
H -0.0352 2.2214 5.3331 -0.009 0.000 0.005
H -1.9627 0.7924 3.4256 -0.015 -0.002 0.000
H -2.2127 1.0423 5.1402 0.012 -0.003 0.011
H -1.4079 -1.1902 5.0960 -0.014 0.008 -0.024
H 0.0426 -0.2603 5.4559 0.004 -0.024 0.001
H 1.6397 -2.8237 3.0394 -0.017 0.004 -0.010
H 0.7337 -2.9606 4.5369 0.008 0.002 0.008
H 3.0730 -2.4335 5.0072 -0.006 -0.003 0.003
H 2.0806 -1.1045 5.5360 0.001 0.015 -0.007
H 3.6160 -1.1791 2.8810 0.002 -0.003 0.001
H 4.1429 -0.3207 4.3295 -0.003 0.002 0.005
H 2.6832 0.1991 3.4863 -0.011 -0.008 -0.001
C -3.9956 -2.6950 -0.4979 0.021 -0.017 0.033
As -3.5001 -1.2808 0.6803 0.043 -0.099 -0.065
C -4.7612 0.1601 0.6311 -0.010 -0.015 -0.015
C -3.3213 -1.9763 2.4430 -0.032 0.000 0.003
H -4.9375 -3.1179 -0.1485 0.002 -0.004 -0.003
H -3.2177 -3.4564 -0.4692 -0.005 -0.005 -0.001
H -4.1048 -2.2986 -1.5041 0.000 0.012 0.000
H -5.2152 0.2744 1.6136 -0.018 0.002 -0.010
H -5.5260 -0.0512 -0.1135 0.001 -0.006 0.000
H -4.2410 1.0770 0.3601 0.015 -0.005 0.015
H -4.2550 -2.4797 2.6964 0.001 0.007 0.009
H -3.1316 -1.1656 3.1416 -0.006 0.019 0.008
H -2.4897 -2.6768 2.4663 0.008 0.006 -0.016
```
Positions in Å, forces in eV/Å.

## Properties
Highest occupied orbital energy   -13.093 eV
Calculated total energy   -5493.17733 hartree
Relative energy (zero: lowest compared OMol25 entry of this formula, charge and spin)   8.76 kcal/mol
Net charge   +2

- Which of these has the lowest calculated total energy?
  C28H38AsNOS5Zr

- Which formula does entry 1 have?
  C28H37ClN4P2Sn